{"formula": "C6H8BF6N3O11S2V", "method": "ωB97M-V/def2-TZVPD", "s2": 2.066, "multiplicity": 3, "homo_lumo_gap_ev": [7.012, 4.329], "e_homo_ha": [-0.2322, -0.2320], "total_charge": -1, "elements": ["O", "V", "B", "F", "F", "F", "F", "N", "S", "O", "O", "F", "S", "O", "O", "F", "O", "C", "O", "O", "H", "O", "C", "O", "O", "H", "C", "C", "N", "H", "H", "H", "C", "C", "N", "H", "H", "H"], "coordinates": [[7.175, -8.369, 9.870], [7.982, -8.006, 8.508], [9.128, -8.102, 5.187], [8.735, -9.260, 4.739], [10.500, -8.180, 5.247], [8.816, -7.255, 4.149], [8.711, -7.915, 6.456], [8.699, -6.129, 8.987], [10.002, -5.213, 8.744], [10.823, -4.791, 9.900], [10.008, -4.332, 7.524], [10.808, -6.493, 8.177], [8.059, -4.860, 10.126], [7.673, -3.640, 9.481], [8.585, -4.881, 11.513], [6.658, -5.601, 10.342], [11.312, -10.808, 8.957], [10.321, -10.241, 8.228], [9.715, -9.333, 8.745], [10.053, -10.598, 7.102], [11.044, -10.297, 9.725], [7.371, -11.586, 6.286], [6.478, -10.949, 7.064], [6.859, -9.981, 7.677], [5.363, -11.401, 6.985], [6.712, -12.259, 6.100], [7.561, -7.850, 13.548], [8.507, -8.908, 13.213], [9.352, -9.630, 12.867], [7.011, -7.648, 12.629], [7.993, -6.925, 13.931], [7.089, -8.181, 14.472], [4.915, -7.211, 4.920], [5.732, -7.078, 6.132], [6.315, -6.998, 7.137], [4.268, -8.085, 4.998], [5.558, -7.334, 4.049], [4.246, -6.378, 4.705]], "forces_ev_per_a": [[2.5, 1.4, -3.5], [-3.6, -3.2, 1.5], [3.0, 0.0, -3.4], [-2.3, -4.5, -0.6], [2.2, 0.6, 0.7], [-1.1, 2.5, 0.2], [-1.7, 1.5, 3.7], [-0.5, 4.4, 3.1], [6.3, 0.4, -5.3], [-2.7, -0.7, -2.1], [-0.9, -2.2, 4.1], [0.0, 0.4, 0.3], [-3.2, -1.7, 4.0], [1.2, -0.9, 0.1], [-0.7, 0.0, -3.8], [0.5, 0.1, -0.4], [-1.4, 0.2, -1.6], [2.5, -0.6, 2.7], [-2.3, 2.9, 1.1], [-0.5, -1.6, -3.8], [0.9, -0.1, 1.7], [1.1, -0.9, -0.2], [0.4, -0.2, -1.5], [2.2, 4.7, 2.9], [-3.3, -1.0, 0.4], [0.5, -1.2, -1.2], [0.4, -0.3, 0.7], [2.3, -0.3, -0.8], [-1.5, 0.8, 0.6], [-0.7, 0.0, 0.5], [0.8, 0.0, -0.7], [-1.2, -0.2, -0.6], [0.0, -0.2, -0.3], [0.6, 0.3, 1.9], [-0.6, -0.6, -1.6], [0.3, -0.2, 0.2], [0.2, -0.1, 0.1], [0.3, 0.3, 0.5]], "nbo_charge": [-0.413, 1.564, 1.309, -0.540, -0.571, -0.556, -0.522, -1.088, 2.345, -0.832, -0.838, -0.501, 2.341, -0.833, -0.843, -0.489, -0.627, 0.938, -0.624, -0.051, 0.510, -0.720, 0.962, -0.786, -0.772, 0.483, -0.737, 0.308, -0.362, 0.279, 0.263, 0.248, -0.738, 0.489, -0.414, 0.275, 0.286, 0.257]}